This record from the Open Molecules 2025 dataset describes a 15-piece molecular cluster, C50H132N10O25 overall at a distorted geometry. The level of theory is ωB97M-V/def2-TZVPD.

Cartesian coordinates (Å):
C1 -1.553 5.043 0.708
C2 -1.698 5.799 1.997
O1 -0.727 6.819 1.993
H1 -2.023 4.082 0.920
H2 -0.516 4.731 0.587
H3 -1.968 5.543 -0.167
H4 -1.414 5.113 2.794
H5 -2.701 6.205 2.130
H6 -0.940 7.491 2.644
C3 3.552 -3.411 -1.728
C4 2.374 -2.536 -1.201
O2 1.368 -2.465 -2.217
H7 3.146 -4.422 -1.743
H8 4.367 -3.383 -1.006
H9 3.898 -3.176 -2.735
H10 2.712 -1.515 -1.025
H11 1.871 -2.917 -0.312
H12 0.533 -2.833 -1.918
C5 2.335 1.515 -4.268
C6 2.975 0.509 -3.254
O3 3.061 -0.769 -3.849
H13 2.329 2.555 -3.939
H14 1.271 1.343 -4.435
H15 2.955 1.595 -5.161
H16 2.464 0.501 -2.292
H17 3.993 0.882 -3.140
H18 2.353 -1.312 -3.493
C7 -4.794 -4.112 -4.148
C8 -3.532 -3.218 -3.776
O4 -3.620 -2.847 -2.447
H19 -5.019 -3.986 -5.207
H20 -5.687 -3.707 -3.671
H21 -4.636 -5.156 -3.879
H22 -3.640 -2.334 -4.405
H23 -2.582 -3.684 -4.038
H24 -3.544 -3.622 -1.886
C9 6.086 3.563 -1.980
C10 6.240 5.068 -2.335
O5 6.285 5.144 -3.752
H25 5.170 3.154 -2.408
H26 5.990 3.476 -0.897
H27 6.942 2.979 -2.319
H28 7.117 5.514 -1.865
H29 5.386 5.674 -2.033
H30 6.444 6.073 -3.934
C11 -5.582 -1.351 -0.192
O6 -6.494 -0.327 0.046
C12 -6.845 -0.021 1.371
C13 -7.507 1.347 1.274
N1 -8.637 1.284 0.330
C14 -9.107 2.631 -0.049
C15 -9.575 3.518 1.075
O7 -8.466 4.092 1.763
C16 -8.762 4.642 3.080
H31 -5.591 -1.752 -1.205
H32 -5.776 -2.246 0.398
H33 -4.592 -0.960 0.040
H34 -6.005 -0.032 2.065
H35 -7.566 -0.746 1.748
H36 -6.769 2.032 0.856
H37 -7.748 1.716 2.271
H38 -8.427 0.771 -0.515
H39 -9.782 2.543 -0.900
H40 -8.284 3.223 -0.451
H41 -10.218 2.869 1.669
H42 -10.233 4.305 0.706
H43 -7.896 5.194 3.444
H44 -9.027 3.806 3.728
H45 -9.627 5.301 3.007
C17 2.558 -2.127 3.955
O8 3.728 -2.182 3.168
C18 4.939 -2.700 3.818
C19 6.082 -2.949 2.795
N2 5.615 -3.915 1.787
C20 6.407 -4.225 0.600
C21 7.871 -4.674 0.940
O9 8.515 -5.487 -0.036
C22 7.910 -6.791 -0.263
H46 2.205 -3.144 4.129
H47 1.862 -1.471 3.434
H48 2.737 -1.575 4.878
H49 4.783 -3.635 4.356
H50 5.306 -2.084 4.639
H51 6.999 -3.226 3.314
H52 6.312 -1.983 2.346
H53 4.637 -3.725 1.620
H54 6.341 -3.285 0.053
H55 5.954 -4.947 -0.080
H56 7.855 -5.158 1.917
H57 8.478 -3.772 1.015
H58 6.857 -6.811 -0.544
H59 8.117 -7.451 0.579
H60 8.462 -7.070 -1.161
C23 0.711 -5.372 -13.113
O10 1.387 -4.824 -12.015
C24 0.524 -4.139 -11.062
C25 1.331 -3.728 -9.734
N3 0.437 -2.866 -8.894
C26 1.185 -1.939 -8.040
C27 0.324 -1.125 -7.037
O11 -0.205 -2.049 -6.076
C28 -0.522 -1.312 -4.877
H61 0.352 -4.513 -13.679
H62 -0.094 -6.052 -12.834
H63 1.385 -5.901 -13.786
H64 -0.325 -4.755 -10.767
H65 0.206 -3.223 -11.561
H66 2.209 -3.149 -10.020
H67 1.626 -4.614 -9.173
H68 -0.235 -3.307 -8.283
H69 1.694 -1.187 -8.642
H70 1.932 -2.438 -7.423
H71 -0.440 -0.624 -7.632
H72 0.870 -0.307 -6.566
H73 -1.129 -0.425 -5.059
H74 0.375 -0.953 -4.373
H75 -0.968 -1.933 -4.100
C29 0.131 0.471 6.080
O12 -0.675 0.471 7.313
C30 -1.834 1.279 7.187
C31 -2.584 1.467 8.502
N4 -1.772 2.229 9.440
C32 -2.529 2.222 10.683
C33 -1.634 2.853 11.737
O13 -0.412 2.156 11.853
C34 0.455 2.664 12.819
H76 1.009 -0.175 6.063
H77 0.531 1.482 6.003
H78 -0.433 0.302 5.163
H79 -2.562 0.850 6.498
H80 -1.612 2.292 6.853
H81 -2.653 0.434 8.844
H82 -3.580 1.861 8.301
H83 -0.880 1.766 9.544
H84 -2.776 1.181 10.886
H85 -3.473 2.752 10.559
H86 -2.221 2.950 12.650
H87 -1.457 3.890 11.449
H88 0.657 3.729 12.707
H89 1.444 2.212 12.891
H90 0.005 2.684 13.811
C35 -4.125 1.340 -0.998
O14 -3.498 2.413 -1.696
C36 -2.748 2.022 -2.898
C37 -1.960 3.239 -3.490
N5 -0.660 3.449 -2.831
C38 0.197 4.496 -3.454
C39 1.257 5.046 -2.501
O15 0.751 6.084 -1.640
C40 1.636 6.444 -0.591
H91 -4.823 0.832 -1.663
H92 -4.807 1.732 -0.244
H93 -3.357 0.712 -0.545
H94 -3.489 1.801 -3.665
H95 -2.129 1.151 -2.683
H96 -2.577 4.137 -3.513
H97 -1.850 3.045 -4.557
H98 -0.845 3.670 -1.863
H99 -0.413 5.358 -3.724
H100 0.572 4.123 -4.407
H101 1.974 5.509 -3.180
H102 1.668 4.232 -1.904
H103 1.181 7.233 0.008
H104 2.577 6.809 -1.002
H105 1.762 5.618 0.109
C41 -2.319 -1.236 2.759
O16 -2.067 -2.246 1.801
C42 -0.701 -2.607 1.767
C43 -0.681 -4.037 1.108
N6 -0.918 -3.973 -0.322
C44 -0.972 -5.265 -0.953
C45 -2.354 -5.946 -0.678
O17 -3.325 -4.938 -0.969
C46 -4.614 -5.557 -0.953
H106 -2.007 -0.208 2.573
H107 -2.069 -1.493 3.788
H108 -3.400 -1.112 2.697
H109 -0.390 -2.726 2.804
H110 -0.047 -1.904 1.250
H111 -1.414 -4.690 1.582
H112 0.217 -4.567 1.424
H113 -1.860 -3.618 -0.400
H114 -0.241 -5.943 -0.513
H115 -0.823 -5.039 -2.009
H116 -2.481 -6.310 0.341
H117 -2.449 -6.773 -1.381
H118 -4.730 -6.314 -1.729
H119 -5.431 -4.852 -1.108
H120 -4.803 -6.047 0.002
C47 3.556 0.936 2.123
N7 3.603 2.008 3.185
O18 2.732 1.853 4.034
O19 4.415 2.872 3.130
H121 4.376 0.227 2.236
H122 3.628 1.534 1.215
H123 2.615 0.387 2.094
C48 1.568 4.738 4.952
N8 2.561 4.830 6.024
O20 2.374 4.087 7.025
O21 3.469 5.602 5.826
H124 2.224 4.858 4.090
H125 0.920 5.596 5.135
H126 1.021 3.796 4.922
C49 -0.156 0.596 -0.500
N9 0.613 1.642 0.287
O22 0.394 1.626 1.486
O23 1.325 2.479 -0.253
H127 0.321 -0.379 -0.401
H128 -0.157 0.845 -1.561
H129 -1.141 0.590 -0.033
C50 6.580 -0.530 -2.319
N10 6.235 -0.417 -0.843
O24 5.089 -0.162 -0.580
O25 7.126 -0.796 -0.085
H130 5.824 0.107 -2.777
H131 6.486 -1.568 -2.639
H132 7.578 -0.153 -2.543

Results
Gap between HOMO and LUMO in Ha: 0.308
Multiplicity: 1
Maximum force in eV Å⁻¹: 3.5